Record 1
Entry from OMol25: a 2-piece molecular cluster, C3H6ClNO3S overall at a distorted geometry (ωB97M-V with the def2-TZVPD basis set).

Lowest unoccupied orbital energy, hartree: 0.0076
Energy relative to the best compared isomer or geometry (same formula, charge and spin), eV: 0.000
Kohn-Sham gap, eV: 10.00
SMILES: NC(=O)CCl.OC(O)=S
HOMO level, eV: -9.8

Each line ends with the natural charge from an NBO analysis.
Element x y z (Å)
1 Cl -2.594 -2.279 1.776  -0.04
2 S 0.437 3.499 0.560  -0.26
3 O -0.762 -3.221 -1.563  -0.58
4 O 3.123 2.876 0.492  -0.62
5 O 2.410 4.167 -1.084  -0.64
6 N -0.353 -1.399 -0.178  -0.85
7 C -1.010 -2.552 -0.590  0.66
8 C -2.089 -3.098 0.351  -0.51
9 C 2.046 3.516 0.034  0.51
10 H 1.470 4.592 -1.232  0.51
11 H -0.786 -0.788 0.568  0.41
12 H 2.846 2.641 1.333  0.50
13 H 0.029 -0.724 -0.982  0.41
14 H -1.782 -4.075 0.731  0.24
15 H -2.985 -3.155 -0.215  0.24

---

Record 2
Entry from OMol25: a 2-piece molecular cluster, C3H6ClNO5 overall at a distorted geometry (ωB97M-V with the def2-TZVPD basis set).

Lowest unoccupied orbital energy, hartree: -0.0481
Energy relative to the best compared isomer or geometry (same formula, charge and spin), eV: 0.803
Kohn-Sham gap, eV: 9.40
SMILES: O=C([C@H](O)CO)[N+](=O)[O-].Cl
HOMO level, eV: -10.7

Each line ends with the natural charge from an NBO analysis.
Element x y z (Å)
1 Cl -3.890 -1.392 0.468  -0.29
2 O 0.843 0.590 -2.598  -0.71
3 O 1.768 -0.319 2.360  -0.36
4 O -0.133 -1.427 2.688  -0.32
5 O 0.432 1.981 -0.135  -0.66
6 O -1.341 0.148 1.063  -0.42
7 N 0.584 -0.616 2.163  0.45
8 C -0.164 0.092 1.013  0.62
9 C 0.704 0.675 -0.004  -0.05
10 C 0.288 0.024 -1.444  -0.08
11 H 0.520 -1.071 -1.443  0.17
12 H 1.644 0.163 -2.872  0.48
13 H -2.793 -1.637 1.163  0.29
14 H 0.653 2.182 -0.990  0.48
15 H 1.739 0.385 0.055  0.19
16 H -0.853 0.220 -1.489  0.20

---

Record 3
Entry from OMol25: C3H6ClNOS in the gas phase (ωB97M-V with the def2-TZVPD basis set).

Lowest unoccupied orbital energy, hartree: 0.0259
Energy relative to the best compared isomer or geometry (same formula, charge and spin), eV: 1.839
Kohn-Sham gap, eV: 9.16
SMILES: S=CNOCCCl
HOMO level, eV: -8.5

Each line ends with the natural charge from an NBO analysis.
Element x y z (Å)
1 Cl -2.338 -0.754 -0.527  -0.08
2 S 2.764 1.234 -0.763  -0.16
3 O 0.238 0.578 0.801  -0.35
4 N 0.137 1.348 -0.314  -0.28
5 C 1.218 1.725 -1.002  -0.10
6 C 0.209 -0.825 0.500  -0.10
7 C -1.181 -1.412 0.670  -0.39
8 H -0.776 1.691 -0.525  0.39
9 H 0.613 -1.016 -0.497  0.21
10 H -1.562 -1.153 1.671  0.22
11 H 0.879 -1.307 1.245  0.21
12 H -1.168 -2.506 0.558  0.23
13 H 0.966 2.396 -1.817  0.20

---

Record 4
Entry from OMol25: C3H6ClNOS in the gas phase at a distorted geometry (ωB97M-V with the def2-TZVPD basis set).

Lowest unoccupied orbital energy (spin up / spin down), hartree: -0.0355 / -0.0211
Energy relative to the best compared isomer or geometry (same formula, charge and spin), eV: 3.252
Kohn-Sham gap (spin up / spin down), eV: 7.19 / 7.77
HOMO level (spin up / spin down), eV: -8.2 / -8.3

Each line ends with the natural charge from an NBO analysis.
Element x y z (Å)
1 Cl -0.388 2.307 -0.170  0.09
2 S 1.705 -0.656 0.044  1.42
3 O 2.464 0.429 -0.581  -0.99
4 N 1.006 -0.192 1.438  -0.96
5 C -1.109 -0.349 -0.189  -0.52
6 C 0.108 -0.767 -0.994  -0.58
7 C -0.917 0.894 0.586  -0.03
8 H 0.322 -0.097 -1.824  0.24
9 H -1.401 1.023 1.541  0.22
10 H -1.379 -1.134 0.516  0.25
11 H -1.924 -0.224 -0.914  0.26
12 H 0.010 -1.788 -1.355  0.23
13 H 1.504 0.555 1.901  0.38

---

Record 5
Entry from OMol25: C3H6ClNS2 in the gas phase at a distorted geometry (ωB97M-V with the def2-TZVPD basis set).

Lowest unoccupied orbital energy, hartree: -0.0265
Energy relative to the best compared isomer or geometry (same formula, charge and spin), eV: 3.471
Kohn-Sham gap, eV: 8.26
SMILES: NC[C@H](Cl)C(=S)S
HOMO level, eV: -9.0

Each line ends with the natural charge from an NBO analysis.
Element x y z (Å)
1 Cl -1.880 -0.043 -0.917  0.00
2 S 2.001 1.137 -1.253  0.08
3 S 0.773 -1.624 -1.483  0.01
4 N -0.125 -0.614 1.474  -0.84
5 C -0.437 0.724 -0.436  -0.41
6 C 0.777 0.130 -0.963  -0.25
7 C -0.219 0.610 0.986  -0.22
8 H 0.943 0.818 1.094  0.21
9 H -0.706 -1.994 -1.874  0.19
10 H 0.879 -1.106 1.297  0.39
11 H -0.257 1.779 -0.817  0.27
12 H -0.986 -1.098 1.369  0.37
13 H -0.763 1.282 1.522  0.20

---

Record 6
Entry from OMol25: C3H6ClO2P as an isolated structure at a distorted geometry (ωB97M-V with the def2-TZVPD basis set).

Lowest unoccupied orbital energy, hartree: 0.0111
Energy relative to the best compared isomer or geometry (same formula, charge and spin), eV: 2.712
Kohn-Sham gap, eV: 9.26
HOMO level, eV: -9.0

Each line ends with the natural charge from an NBO analysis.
Element x y z (Å)
1 Cl 2.396 -2.890 0.704  -0.27
2 P 1.179 0.454 0.267  2.03
3 O 2.690 0.387 0.500  -0.97
4 O 0.702 0.923 -1.185  -0.76
5 C -0.254 0.018 0.940  -0.86
6 C -1.310 0.222 -0.062  -0.47
7 C -0.683 0.854 -1.278  -0.07
8 H -1.128 1.878 -1.352  0.19
9 H -1.881 -0.704 -0.023  0.23
10 H -0.232 -0.103 1.995  0.26
11 H 1.446 -2.194 1.264  0.27
12 H -2.076 0.800 0.497  0.22
13 H -0.849 0.356 -2.267  0.21

---

Record 7
Entry from OMol25: a 2-piece molecular cluster, C3H6ClOP overall at a distorted geometry (ωB97M-V with the def2-TZVPD basis set).

Lowest unoccupied orbital energy (spin up / spin down), hartree: 0.0116 / -0.0859
Energy relative to the best compared isomer or geometry (same formula, charge and spin), eV: 0.000
Spin multiplicity: 3
Kohn-Sham gap (spin up / spin down), eV: 8.65 / 8.55
HOMO level (spin up / spin down), eV: -8.3 / -10.9

Each line ends with the Löwdin spin population.
Element x y z (Å)
1 Cl 2.023 -0.337 0.202  0.11
2 P 0.290 -1.057 0.940  0.44
3 O -0.628 0.137 1.023  0.32
4 C 0.856 2.993 0.577  0.82
5 C -0.335 -2.140 -0.364  0.10
6 C -1.506 -1.980 -0.951  0.04
7 H 0.414 2.339 1.307  0.06
8 H 1.814 2.815 0.115  0.06
9 H 0.340 -3.068 -0.470  0.00
10 H -1.612 -2.532 -1.859  0.00
11 H 0.296 3.858 0.141  0.05
12 H -1.951 -1.028 -0.662  0.01

---

Record 8
Entry from OMol25: C3H6ClOPS in the gas phase at a distorted geometry (ωB97M-V with the def2-TZVPD basis set).

Lowest unoccupied orbital energy, hartree: 0.0132
Energy relative to the best compared isomer or geometry (same formula, charge and spin), eV: 0.925
Kohn-Sham gap, eV: 9.35
SMILES: C/C(S)=C\P(O)Cl
HOMO level, eV: -9.0

Each line ends with the natural charge from an NBO analysis.
Element x y z (Å)
1 Cl 2.837 -0.472 -1.464  -0.31
2 S -2.010 1.139 -0.917  0.00
3 P 2.351 0.276 0.399  1.06
4 O 3.136 1.716 0.313  -0.98
5 C 0.700 1.004 -0.206  -0.55
6 C -0.612 -1.044 0.083  -0.66
7 C -0.457 0.352 -0.394  -0.08
8 H -2.713 0.619 0.126  0.12
9 H 0.899 2.024 -0.334  0.23
10 H -0.783 -1.681 -0.722  0.23
11 H 0.350 -1.379 0.611  0.22
12 H 3.194 2.079 1.171  0.49
13 H -1.550 -1.216 0.538  0.23

---

no.,electronic energy (Ha)
1,-1256.761729
2,-1008.909214
3,-1106.214436
4,-1106.162484
5,-1429.105347
6,-1069.896314
7,-994.573643
8,-1392.879118